{"formula": "C36H46Cl5N7O5SSi2Zr", "method": "ωB97M-V/def2-TZVPD", "gap_ev": 5.1, "homo_ev": -5.4, "lumo_energy_ev": -0.307, "charge": 0, "fmax_ev_per_a": 16.5, "e_tot_ha": -5483.2003, "symbols": ["Zr", "Cl", "C", "C", "Cl", "C", "Cl", "C", "O", "C", "Cl", "C", "Cl", "O", "C", "O", "C", "C", "N", "N", "C", "C", "O", "O", "H", "H", "H", "C", "Si", "C", "C", "N", "C", "C", "C", "C", "C", "C", "N", "Si", "C", "C", "C", "H", "H", "H", "H", "H", "H", "H", "H", "H", "H", "H", "H", "H", "H", "H", "H", "H", "H", "H", "H", "H", "H", "C", "N", "C", "C", "C", "C", "C", "C", "C", "C", "H", "H", "H", "H", "H", "H", "H", "H", "H", "H", "H", "H", "H", "S", "C", "N", "C", "C", "C", "N", "H", "H", "H", "H", "H", "H", "H", "H"], "xyz": [[-0.442, 0.163, -0.329], [-1.299, 7.065, 2.490], [-0.661, 5.493, 2.215], [-1.472, 4.506, 1.630], [-3.080, 4.839, 1.113], [-0.914, 3.244, 1.483], [-1.932, 1.959, 0.909], [0.385, 2.992, 1.838], [0.874, 1.489, 1.697], [1.339, 3.887, 2.413], [2.690, 3.579, 2.842], [0.620, 5.184, 2.580], [1.629, 6.386, 3.342], [-5.147, 2.080, -4.611], [-4.003, 1.388, -4.465], [-3.224, 1.264, -5.360], [-3.817, 0.730, -3.137], [-4.543, -0.308, -2.596], [-3.931, -0.660, -1.450], [-2.853, 0.083, -1.212], [-2.765, 0.937, -2.229], [-1.699, 2.014, -2.258], [-1.911, 3.040, -2.849], [-0.629, 1.709, -1.584], [-5.627, 2.169, -3.780], [-5.426, -0.809, -2.956], [-4.164, -1.421, -0.827], [-1.633, 0.451, 3.646], [-2.432, -0.893, 2.601], [-2.418, -2.379, 3.765], [-4.177, -0.346, 2.124], [-1.576, -1.242, 1.031], [-2.001, -2.332, 0.191], [-2.982, -3.233, 0.588], [-3.291, -4.361, -0.160], [-2.576, -4.614, -1.317], [-1.644, -3.695, -1.768], [-1.374, -2.501, -1.082], [-0.568, -1.503, -1.610], [-0.252, -1.451, -3.339], [-1.796, -1.871, -4.362], [0.339, 0.210, -3.985], [1.119, -2.666, -3.858], [-1.551, 0.098, 4.675], [-2.224, 1.367, 3.659], [-0.628, 0.696, 3.308], [-3.242, -2.262, 4.474], [-1.486, -2.380, 4.330], [-2.506, -3.357, 3.298], [-4.653, 0.088, 3.005], [-4.815, -1.164, 1.783], [-4.168, 0.418, 1.347], [-3.515, -3.069, 1.513], [-4.048, -5.050, 0.188], [-2.754, -5.515, -1.888], [-1.106, -3.886, -2.686], [-2.167, -0.970, -4.852], [-2.611, -2.289, -3.770], [-1.551, -2.592, -5.145], [-0.496, 0.851, -4.268], [0.925, 0.033, -4.890], [0.960, 0.759, -3.284], [1.094, -3.625, -3.334], [2.108, -2.224, -3.727], [1.002, -2.878, -4.922], [4.622, -3.153, -0.079], [3.301, -2.684, 0.391], [3.480, -1.663, 1.458], [2.407, -2.214, -0.752], [2.673, -0.803, -1.211], [3.798, -0.577, -2.009], [4.140, 0.704, -2.396], [3.350, 1.764, -1.978], [2.195, 1.530, -1.243], [1.791, 0.235, -0.838], [5.168, -3.608, 0.745], [5.188, -2.299, -0.442], [4.506, -3.882, -0.878], [2.801, -3.467, 0.813], [3.937, -0.773, 1.038], [4.111, -2.071, 2.246], [2.516, -1.394, 1.879], [1.383, -2.273, -0.398], [2.549, -2.929, -1.563], [4.391, -1.411, -2.370], [5.006, 0.873, -3.023], [3.615, 2.774, -2.268], [1.589, 2.395, -0.996], [0.115, -1.524, 1.615], [2.200, 1.152, 2.213], [2.352, 0.734, 3.609], [2.024, 1.811, 4.672], [2.557, 3.185, 4.227], [3.112, 2.463, 2.119], [3.495, 1.389, 1.434], [3.300, 0.404, 3.719], [2.320, 1.465, 5.660], [0.944, 2.006, 4.645], [2.639, 3.734, 5.163], [2.673, 4.713, 3.219], [3.941, 3.936, 3.099], [3.111, 4.391, 1.872], [3.400, 1.444, 0.424]], "nbo_charge": [2.01, 0.05, -0.08, -0.18, 0.04, -0.04, 0.15, 0.18, -0.58, -0.28, 1.57, -0.10, 0.02, -0.66, 0.80, -0.53, -0.25, 0.00, -0.30, -0.29, 0.07, 0.79, -0.55, -0.86, 0.49, 0.24, 0.44, -1.16, 1.88, -1.15, -1.16, -1.07, 0.06, -0.25, -0.26, -0.19, -0.29, 0.26, -1.28, 1.86, -1.15, -1.14, -1.14, 0.25, 0.24, 0.29, 0.24, 0.25, 0.24, 0.25, 0.23, 0.24, 0.22, 0.22, 0.22, 0.22, 0.26, 0.23, 0.24, 0.25, 0.25, 0.26, 0.22, 0.23, 0.24, -0.42, -0.34, -0.44, -0.28, 0.00, -0.26, -0.22, -0.22, -0.18, -0.52, 0.22, 0.24, 0.22, 0.43, 0.27, 0.22, 0.26, 0.29, 0.22, 0.20, 0.22, 0.22, 0.23, -0.17, 0.48, -0.67, -0.24, -0.71, -0.66, -0.57, 0.38, 0.20, 0.18, 0.22, -0.07, -0.17, -0.16, 0.38]}



{"formula": "C36H47Br2ClF6LuN4O3P2", "method": "ωB97M-V/def2-TZVPD", "gap_ev": 7.8, "homo_ev": -10.1, "de_lowest_kcal_mol": 17.8, "lumo_energy_ev": -2.328, "charge": 1, "fmax_ev_per_a": 3.0, "e_tot_ha": -9970.4465, "symbols": ["Lu", "C", "C", "C", "C", "C", "C", "Br", "C", "C", "Br", "C", "O", "C", "N", "H", "H", "H", "H", "H", "H", "C", "P", "C", "C", "C", "P", "C", "C", "H", "H", "H", "H", "H", "H", "H", "H", "H", "H", "H", "H", "H", "H", "H", "H", "C", "C", "C", "C", "C", "O", "C", "C", "C", "C", "C", "C", "Cl", "C", "C", "C", "N", "C", "N", "C", "N", "H", "H", "H", "H", "H", "H", "H", "H", "H", "H", "H", "H", "H", "H", "H", "H", "H", "H", "H", "H", "H", "H", "C", "C", "O", "C", "F", "F", "F", "C", "F", "F", "F", "H", "H", "H"], "xyz": [[-0.287, 0.230, 0.332], [1.238, -1.680, -2.832], [-0.210, -1.992, -2.583], [-0.828, -2.989, -3.370], [-2.159, -3.234, -3.245], [-2.931, -2.454, -2.355], [-4.337, -2.531, -2.241], [-5.309, -3.835, -3.210], [-5.020, -1.647, -1.460], [-4.322, -0.681, -0.722], [-5.306, 0.627, 0.220], [-2.940, -0.615, -0.703], [-2.266, 0.236, 0.039], [-2.238, -1.502, -1.576], [-0.876, -1.319, -1.667], [1.410, -1.586, -3.905], [1.883, -2.484, -2.468], [1.521, -0.750, -2.355], [-0.228, -3.534, -4.088], [-2.642, -3.990, -3.850], [-6.099, -1.681, -1.413], [-0.974, -2.260, 3.524], [-1.441, -0.692, 2.701], [-3.250, -0.729, 2.886], [-0.998, 0.556, 3.990], [0.481, 0.500, 4.387], [1.601, 0.332, 2.911], [2.813, -0.868, 3.620], [2.613, 1.856, 3.018], [-1.436, -2.310, 4.511], [0.108, -2.357, 3.627], [-1.331, -3.104, 2.929], [-3.505, -1.031, 3.903], [-3.687, -1.438, 2.182], [-3.661, 0.255, 2.676], [-1.641, 0.399, 4.858], [-1.245, 1.535, 3.573], [0.655, -0.366, 5.029], [0.758, 1.386, 4.959], [3.138, -0.529, 4.605], [3.686, -0.946, 2.969], [2.356, -1.857, 3.722], [3.078, 1.942, 4.000], [1.982, 2.722, 2.822], [3.391, 1.824, 2.252], [4.167, -6.532, -0.500], [2.789, -6.060, -0.018], [2.233, -5.076, -1.058], [1.842, -7.272, -0.003], [2.850, -5.410, 1.417], [1.532, -5.098, 1.874], [3.611, -6.340, 2.386], [3.648, -6.038, 3.893], [2.345, -6.031, 4.659], [1.401, -7.047, 4.511], [0.219, -7.043, 5.236], [-0.018, -6.022, 6.143], [-1.507, -5.985, 7.033], [0.924, -5.029, 6.346], [2.092, -5.036, 5.596], [3.591, -4.069, 1.469], [2.917, -2.914, 0.869], [1.646, -2.511, 0.869], [1.549, -1.364, 0.211], [2.840, -1.080, -0.123], [3.695, -1.994, 0.250], [4.078, -6.895, -1.526], [4.553, -7.356, 0.101], [4.906, -5.726, -0.506], [2.040, -5.613, -1.989], [2.944, -4.278, -1.286], [1.291, -4.636, -0.727], [1.812, -7.711, -1.002], [0.819, -6.983, 0.252], [2.173, -8.057, 0.679], [1.088, -5.908, 2.149], [4.651, -6.345, 2.053], [3.242, -7.357, 2.253], [4.178, -5.103, 4.083], [4.272, -6.822, 4.331], [1.591, -7.872, 3.829], [-0.509, -7.834, 5.111], [0.749, -4.259, 7.086], [2.830, -4.256, 5.757], [4.541, -4.143, 0.950], [3.793, -3.830, 2.513], [0.839, -3.089, 1.287], [3.138, -0.198, -0.670], [0.965, 4.271, -0.070], [0.125, 3.006, -0.084], [0.600, 1.998, 0.714], [-1.365, 3.331, 0.366], [-2.267, 3.241, -0.610], [-1.500, 4.542, 0.911], [-1.716, 2.437, 1.336], [0.163, 2.420, -1.544], [0.170, 3.292, -2.527], [1.286, 1.641, -1.640], [-0.837, 1.519, -1.773], [0.993, 4.668, 0.942], [0.555, 5.027, -0.738], [1.979, 4.021, -0.381]], "mulliken_charge": [1.57, -0.86, 0.65, -1.07, -0.92, 0.62, -0.06, -0.21, -0.40, -0.32, -0.15, -0.36, -0.13, 0.32, 0.65, 0.66, -0.13, -0.23, 0.53, 0.39, 0.47, -1.36, 1.11, -1.52, -1.19, -1.38, 1.38, -1.13, -1.70, 0.61, -0.05, 0.47, 0.55, 0.36, 0.33, 0.62, 0.32, 0.40, 0.63, 0.65, 0.46, -0.25, 0.49, 0.34, 0.39, -1.96, 2.08, -2.07, -1.88, 2.37, -0.38, -1.73, -1.62, 0.68, -0.07, -0.87, 0.29, -0.22, -0.86, -0.32, -2.32, 2.01, -1.11, 0.63, -1.19, -1.31, 0.47, 0.42, 0.33, 0.68, 0.32, 0.17, 0.49, 0.43, 0.40, 0.40, 0.49, 0.57, 0.50, 0.47, 0.44, 0.47, 0.46, 0.41, 0.36, 0.27, 0.53, 0.59, -2.02, 1.47, -0.54, 0.69, -0.26, -0.32, -0.04, 0.15, -0.32, -0.26, -0.21, 0.47, 0.38, 0.41]}